No. 1
ORCA calculation (wB97M-V/def2-TZVPD) on 12 unconnected molecules or ions with the total composition C12H46O12 at a distorted geometry.

Last column: Löwdin charge in e.
Atoms and positions in Å:
C1 -18.943 10.094 -2.442  -0.1817
O1 -19.600 8.893 -2.103  -0.0358
H1 -17.856 10.033 -2.395  0.0670
H2 -19.255 10.407 -3.439  0.0938
H3 -19.280 10.938 -1.840  0.0520
C2 -22.214 10.556 -6.063  -0.3348
O2 -23.198 10.565 -5.085  -0.3601
H4 -22.440 9.785 -6.800  0.0232
H5 -22.108 11.491 -6.612  0.0328
H6 -21.223 10.345 -5.660  0.0355
C3 -22.090 13.917 -4.398  -0.1374
O3 -23.322 13.242 -4.110  -0.1417
H7 -21.304 13.634 -3.698  0.0600
H8 -21.743 13.699 -5.408  0.0586
H9 -22.313 14.983 -4.357  0.0748
H10 -23.270 12.423 -4.608  0.0079
C4 -22.670 13.993 -8.389  -0.1858
O4 -23.140 15.088 -9.160  -0.1115
H11 -22.643 13.031 -8.899  0.0791
H12 -21.664 14.213 -8.032  0.0682
H13 -23.179 13.880 -7.432  0.0607
H14 -23.476 14.626 -9.932  0.0651
C5 -20.344 9.001 -9.624  -0.1594
O5 -20.273 7.715 -10.172  -0.1358
H15 -21.116 9.543 -10.171  0.0732
H16 -20.688 8.954 -8.591  0.0679
H17 -19.367 9.435 -9.836  0.0787
H18 -19.788 7.107 -9.610  0.0689
C6 -24.273 8.792 -9.852  -0.1574
O6 -25.667 8.939 -9.595  -0.1333
H19 -23.702 8.637 -8.937  0.0530
H20 -24.163 7.981 -10.572  0.0767
H21 -23.914 9.715 -10.308  0.0740
H22 -26.015 8.178 -9.125  0.0727
C7 -21.703 12.079 -1.162  -0.1874
O7 -22.466 11.375 -2.127  -0.1004
H23 -22.263 12.712 -0.474  0.0699
H24 -21.066 11.404 -0.590  0.0628
H25 -20.975 12.774 -1.581  0.0514
H26 -22.849 12.019 -2.726  0.0168
C8 -25.613 11.651 -7.335  -0.1612
O8 -25.808 11.438 -5.941  -0.1352
H27 -25.148 12.571 -7.690  0.0495
H28 -25.031 10.845 -7.781  0.0595
H29 -26.612 11.663 -7.772  0.0706
H30 -24.949 11.097 -5.680  -0.0035
C9 -25.670 10.475 -2.061  -0.1499
O9 -25.236 9.137 -1.811  -0.1188
H31 -26.655 10.570 -2.518  0.0714
H32 -25.639 10.949 -1.080  0.0697
H33 -24.958 10.964 -2.726  0.0635
H34 -25.847 8.805 -1.148  0.0570
C10 -19.163 8.024 -5.646  -0.1958
O10 -20.336 7.603 -5.066  -0.1168
H35 -18.826 7.255 -6.340  0.0694
H36 -19.266 8.993 -6.134  0.0759
H37 -18.443 8.061 -4.829  0.0701
H38 -20.220 6.717 -4.715  0.0882
C11 -22.397 6.566 -7.217  -0.1612
O11 -23.054 5.547 -6.467  -0.1216
H39 -22.642 7.573 -6.879  0.0628
H40 -21.321 6.396 -7.179  0.0589
H41 -22.653 6.389 -8.261  0.0740
H42 -22.767 5.666 -5.558  0.0632
C12 -25.551 8.074 -5.396  -0.1666
O12 -24.837 7.360 -4.421  -0.1098
H43 -24.974 8.345 -6.280  0.0593
H44 -26.436 7.491 -5.648  0.0753
H45 -25.860 9.072 -5.084  0.0635
H46 -24.899 6.421 -4.612  0.0566

Highest occupied orbital energy (spin up / spin down) = -3.79 / -3.79 eV
Multiplicity = 2
LUMO energy (spin up / spin down) = 2.5 / 1.3 eV
Total charge = -1
ΔE to the lowest compared entry with this formula, charge and spin = 19.75 kJ/mol
Frontier orbital gap (spin up / spin down) = 6.3068 / 5.1073 eV
⟨S²⟩ = 0.75


No. 2
ORCA calculation (wB97M-V/def2-TZVPD) on a molecular structure, C12H47IN17O11Ti at a distorted geometry.

Last column: Löwdin charge in e.
Atoms and positions in Å:
Ti1 -0.286 -0.514 2.469  0.6203
I1 -0.313 0.541 -0.182  0.5613
C1 4.240 -2.324 -1.758  -0.0557
C2 2.876 -2.680 -2.349  -0.4392
C3 2.398 -3.898 -1.610  -0.1791
O1 1.166 -4.382 -2.217  -0.2511
C4 0.472 -5.338 -1.419  -0.0896
N1 2.021 -1.498 -2.346  0.0533
H1 4.827 -1.630 -2.397  0.0883
H2 4.764 -3.312 -1.716  0.0878
H3 4.141 -1.952 -0.733  0.0702
H4 2.995 -2.975 -3.400  0.1477
H5 2.171 -3.618 -0.612  0.0683
H6 3.044 -4.825 -1.553  0.1533
H7 1.092 -6.261 -1.295  0.1036
H8 -0.466 -5.544 -1.906  0.0799
H9 0.275 -4.857 -0.447  0.0889
H10 1.300 -1.707 -3.022  0.0692
H11 1.635 -1.266 -1.435  -0.0052
C5 -2.812 -2.335 0.861  -0.5901
O2 -1.702 -2.244 1.349  -0.0571
N2 -3.478 -1.306 0.111  0.1564
N3 -3.563 -3.488 1.054  0.1567
H12 -3.058 -0.420 -0.015  -0.0156
H13 -3.596 -1.688 -0.807  0.0459
H14 -3.295 -4.083 1.844  0.1167
H15 -4.533 -3.492 0.818  0.0893
C6 1.681 -1.705 2.645  -0.6362
O3 0.660 -2.142 3.266  -0.1981
N4 2.887 -1.114 3.347  0.0434
N5 2.174 -2.780 1.656  0.0755
H16 3.707 -1.750 3.214  0.0728
H17 2.689 -1.076 4.376  0.0842
H18 1.384 -3.279 1.265  0.0392
H19 2.464 -2.335 0.774  0.0204
C7 4.116 2.765 1.772  -0.6273
O4 4.391 3.943 1.686  0.0307
N6 3.193 2.075 0.943  0.1448
N7 4.537 2.086 2.938  0.1377
H20 3.054 2.508 0.045  0.0710
H21 3.476 1.119 0.779  0.0789
H22 4.236 1.191 3.319  0.0667
H23 5.065 2.662 3.533  0.0691
C8 1.914 2.412 -2.890  -0.6064
O5 2.045 3.622 -2.743  0.0003
N8 3.055 1.519 -2.896  0.1444
N9 0.659 1.795 -3.059  0.0931
H24 3.821 1.802 -3.443  0.0702
H25 2.777 0.563 -2.971  0.0224
H26 -0.032 2.337 -2.556  0.0342
H27 0.761 0.864 -2.614  -0.0360
C9 0.079 2.083 4.225  -0.6589
O6 0.263 0.873 4.180  -0.0388
N10 0.653 2.934 3.393  0.2029
N11 -0.778 2.769 5.054  0.1683
H28 0.462 3.911 3.433  0.1105
H29 1.445 2.684 2.787  0.1055
H30 -0.920 2.238 5.897  0.1074
H31 -0.498 3.707 5.293  0.1012
C10 -2.190 -2.506 -3.012  -0.5348
O7 -3.224 -1.790 -2.867  -0.0424
N12 -2.021 -3.389 -4.146  0.1393
N13 -1.149 -2.449 -2.143  0.1757
H32 -2.498 -2.999 -4.946  0.0922
H33 -1.102 -3.776 -4.298  0.0788
H34 -0.299 -3.005 -2.205  0.0587
H35 -1.022 -1.585 -1.632  -0.0321
C11 -3.453 1.427 2.232  -0.6865
O8 -2.291 1.019 2.327  -0.1199
N14 -3.702 2.658 1.794  0.1907
N15 -4.536 0.789 2.673  0.1882
H36 -4.586 2.818 1.366  0.0750
H37 -2.945 3.202 1.442  0.0427
H38 -4.406 -0.174 2.914  0.1042
H39 -5.450 1.173 2.647  0.1046
C12 -1.379 4.739 -0.459  -0.6065
O9 -2.340 4.421 0.273  -0.0164
N16 -1.550 5.494 -1.588  0.1509
N17 -0.093 4.238 -0.396  0.1604
H40 -0.750 5.928 -1.988  0.0918
H41 -2.485 5.883 -1.676  0.1125
H42 0.113 3.523 0.285  0.0318
H43 0.541 4.386 -1.146  0.0531
O10 -5.347 2.259 -0.706  -0.1058
H44 -4.729 1.579 -1.074  0.0017
H45 -5.167 3.031 -1.292  0.0544
O11 -3.481 0.933 -2.210  -0.0829
H46 -2.741 0.997 -1.610  -0.0639
H47 -3.450 -0.008 -2.493  0.0170

Highest occupied orbital energy (spin up / spin down) = -6.31 / -8.52 eV
Multiplicity = 4
LUMO energy (spin up / spin down) = 0.3 / 0.2 eV
Frontier orbital gap (spin up / spin down) = 6.6510 / 8.6775 eV
⟨S²⟩ = 3.75


No. 3
ORCA calculation (wB97M-V/def2-TZVPD) on 12 unconnected molecules or ions with the total composition C12H48N24O12 at a distorted geometry.

Last column: Löwdin charge in e.
Atoms and positions in Å:
C1 -2.606 -3.900 2.431  -0.6835
O1 -3.742 -4.248 2.698  0.0324
N1 -2.131 -2.646 2.260  0.1843
N2 -1.602 -4.850 2.370  0.1316
H1 -2.784 -1.880 2.252  0.0736
H2 -1.144 -2.541 2.113  0.0678
H3 -1.976 -5.745 2.636  0.0941
H4 -0.621 -4.640 2.378  0.0501
C2 2.468 -0.671 -3.904  -0.7027
O2 1.495 0.046 -4.149  -0.0084
N3 2.520 -1.969 -4.313  0.1569
N4 3.493 -0.316 -3.132  0.1790
H5 1.805 -2.340 -4.912  0.1044
H6 3.372 -2.503 -4.267  0.0812
H7 4.120 -1.063 -2.880  0.0760
H8 3.616 0.585 -2.695  0.0742
C3 -1.821 5.035 1.297  -0.7050
O3 -2.647 4.397 1.966  -0.0076
N5 -0.981 4.459 0.431  0.1678
N6 -1.674 6.365 1.454  0.1547
H9 -0.976 3.457 0.351  0.0802
H10 -0.262 5.036 0.026  0.0504
H11 -0.813 6.696 1.051  0.0950
H12 -2.152 6.819 2.211  0.1073
C4 3.102 3.293 -0.804  -0.6735
O4 3.562 2.246 -1.242  0.0064
N7 3.627 4.528 -0.956  0.1685
N8 1.851 3.308 -0.290  0.1638
H13 3.297 5.294 -0.394  0.0985
H14 4.416 4.731 -1.542  0.1075
H15 1.212 4.066 -0.474  0.0318
H16 1.513 2.374 -0.117  0.0730
C5 0.485 5.333 -2.764  -0.6537
O5 0.818 5.625 -1.622  -0.0180
N9 -0.089 4.177 -3.120  0.1923
N10 0.720 6.083 -3.885  0.1514
H17 -0.258 3.926 -4.075  0.1115
H18 -0.396 3.562 -2.377  0.0689
H19 0.243 5.886 -4.742  0.0959
H20 1.427 6.794 -3.810  0.1044
C6 -5.338 -1.167 0.507  -0.6848
O6 -6.399 -1.644 0.895  0.0316
N11 -4.605 -0.308 1.221  0.1436
N12 -4.617 -1.479 -0.630  0.1439
H21 -4.837 -0.060 2.172  0.0955
H22 -3.635 -0.214 0.977  0.0680
H23 -5.097 -2.101 -1.261  0.1054
H24 -3.784 -0.997 -0.892  0.0519
C7 1.621 -2.914 3.730  -0.6638
O7 1.918 -3.229 2.570  -0.0234
N13 1.057 -1.741 3.996  0.1754
N14 1.579 -3.719 4.817  0.1732
H25 0.474 -1.534 4.786  0.1139
H26 1.231 -1.010 3.322  0.1050
H27 0.913 -3.362 5.475  0.1020
H28 1.909 -4.668 4.802  0.1140
C8 -2.160 1.246 3.682  -0.6808
O8 -3.057 0.452 3.424  0.0094
N15 -2.210 2.145 4.714  0.1548
N16 -1.041 1.328 2.964  0.1702
H29 -1.445 2.784 4.837  0.0862
H30 -2.973 2.263 5.354  0.1016
H31 -1.039 0.728 2.144  0.0488
H32 -0.278 1.919 3.237  0.1022
C9 1.040 -5.146 -0.667  -0.6900
O9 1.282 -4.157 -1.378  -0.0179
N17 0.645 -6.311 -1.174  0.1679
N18 1.268 -5.218 0.641  0.1739
H33 0.379 -7.066 -0.571  0.1034
H34 0.704 -6.392 -2.176  0.1142
H35 1.280 -4.318 1.104  0.0539
H36 1.279 -6.089 1.134  0.1091
C10 -3.005 2.419 -1.492  -0.6456
O10 -1.786 2.485 -1.295  -0.0360
N19 -3.795 3.480 -1.670  0.1942
N20 -3.664 1.246 -1.559  0.1676
H37 -4.794 3.376 -1.689  0.1130
H38 -3.412 4.398 -1.514  0.1134
H39 -4.559 1.131 -1.113  0.1004
H40 -2.930 0.554 -1.609  0.1004
C11 4.887 -3.563 -1.996  -0.7255
O11 6.076 -3.336 -2.194  0.0101
N21 4.086 -2.874 -1.174  0.1710
N22 4.302 -4.639 -2.601  0.1509
H41 3.174 -3.307 -1.212  0.0536
H42 4.448 -2.320 -0.421  0.1201
H43 3.297 -4.540 -2.690  0.0681
H44 4.796 -5.145 -3.313  0.1042
C12 0.353 -0.346 0.102  -0.6417
O12 -0.662 -0.367 0.794  -0.0201
N23 0.465 0.515 -0.962  0.1797
N24 1.477 -1.020 0.367  0.2027
H45 1.301 0.587 -1.520  0.0752
H46 -0.308 1.155 -1.043  0.0559
H47 1.607 -1.774 1.018  0.0612
H48 2.096 -0.945 -0.427  0.0867

Highest occupied orbital energy = -9.13 eV
Multiplicity = 1
LUMO energy = 0.2 eV
ΔE to the lowest compared entry with this formula, charge and spin = 262.55 kJ/mol
Structure (SMILES) = NC(N)=O.NC(N)=O.NC(N)=O.NC(N)=O.NC(N)=O.NC(N)=O.NC(N)=O.NC(N)=O.NC(N)=O.NC(N)=O.NC(N)=O.NC(N)=O
Frontier orbital gap = 9.3518 eV


No. 4
ORCA calculation (wB97M-V/def2-TZVPD) on 12 unconnected molecules or ions with the total composition C12H48N6O12 at a distorted geometry.

Last column: Löwdin charge in e.
Atoms and positions in Å:
C1 1.643 -2.980 -1.143  -0.5700
O1 2.408 -1.985 -0.597  -0.0877
N1 0.316 -2.800 -1.343  0.1328
N2 2.114 -4.155 -1.518  0.1606
H1 -0.076 -1.845 -1.240  0.0356
H2 -0.230 -3.392 -2.013  0.1279
H3 3.150 -4.344 -1.528  0.1498
H4 1.564 -4.891 -1.905  0.0979
C2 0.813 2.355 3.462  -0.5859
O2 0.768 3.236 2.349  -0.1301
N3 0.625 1.126 3.321  0.2087
N4 1.196 2.646 4.672  0.1430
H5 0.201 0.840 2.514  0.0310
H6 0.680 0.530 4.083  0.1126
H7 1.292 3.697 4.740  0.1403
H8 0.632 2.214 5.500  0.1707
C3 -0.206 0.155 -0.445  -0.6650
O3 -0.539 0.540 0.815  -0.0847
N5 -1.008 -0.536 -1.221  0.1370
N6 0.882 0.388 -0.936  0.2109
H9 -2.006 -0.613 -0.893  0.0962
H10 -0.896 -0.755 -2.259  0.1035
H11 1.588 1.008 -0.448  0.1080
H12 1.198 0.051 -1.866  0.1037
C4 2.757 3.351 -0.295  -0.1089
O4 2.175 2.260 0.411  -0.1388
H13 2.114 3.913 -0.958  0.0648
H14 3.555 3.111 -0.976  0.0765
H15 3.102 4.024 0.461  0.0807
H16 1.657 2.610 1.104  -0.0203
C5 2.541 0.788 -3.845  -0.1467
O5 1.958 -0.466 -3.614  -0.1525
H17 2.608 0.992 -4.944  0.0911
H18 3.593 0.693 -3.506  0.0936
H19 1.970 1.564 -3.324  0.0691
H20 2.455 -1.154 -4.075  0.0959
C6 -2.459 -2.211 -3.389  -0.1150
O6 -1.231 -1.590 -3.791  -0.1368
H21 -3.252 -1.545 -2.992  0.0906
H22 -2.208 -2.932 -2.593  0.0652
H23 -2.736 -2.733 -4.278  0.0801
H24 -1.312 -1.452 -4.715  0.0745
C7 -1.129 2.520 -2.711  -0.1347
O7 0.061 3.152 -2.193  -0.1370
H25 -1.794 2.101 -1.972  0.0475
H26 -0.830 1.687 -3.396  0.0758
H27 -1.566 3.223 -3.383  0.0700
H28 0.565 2.597 -1.572  0.0317
C8 -2.859 2.569 0.639  -0.1547
O8 -2.275 3.093 1.793  -0.1307
H29 -2.860 1.464 0.617  0.0607
H30 -2.207 2.923 -0.187  0.0756
H31 -3.903 2.848 0.512  0.0770
H32 -1.729 3.873 1.589  0.1029
C9 -2.139 -0.115 3.427  -0.1480
O9 -2.445 1.260 3.785  -0.1109
H33 -2.530 -0.282 2.398  0.0697
H34 -2.744 -0.836 3.976  0.0705
H35 -1.151 -0.519 3.573  0.0389
H36 -2.244 1.838 3.057  -0.0018
C10 -3.357 -2.148 0.199  -0.1464
O10 -3.775 -1.003 -0.493  -0.1495
H37 -2.339 -2.033 0.592  0.0713
H38 -3.310 -2.976 -0.553  0.0879
H39 -3.995 -2.401 0.969  0.0616
H40 -4.733 -0.999 -0.651  0.1095
C11 3.232 -0.368 1.952  -0.1640
O11 4.081 -1.041 2.881  -0.1043
H41 2.909 0.653 2.356  0.0836
H42 2.305 -0.963 1.837  0.0464
H43 3.603 -0.208 0.966  0.0528
H44 3.848 -1.949 2.829  0.0413
C12 0.444 -2.777 2.054  -0.1942
O12 -0.267 -3.633 1.263  -0.1341
H45 1.464 -3.149 2.034  0.0806
H46 0.007 -2.869 3.032  0.0816
H47 0.335 -1.789 1.675  0.0476
H48 -0.080 -3.418 0.331  0.0157

Highest occupied orbital energy = -8.85 eV
Multiplicity = 1
LUMO energy = -0.1 eV
ΔE to the lowest compared entry with this formula, charge and spin = 507.99 kJ/mol
Structure (SMILES) = NC(N)=O.NC(N)=O.NC(N)=O.CO.CO.CO.CO.CO.CO.CO.CO.CO
Frontier orbital gap = 8.7971 eV


Summary of calculated total energy in eV
-37752.31020, -92285.02464, -73567.64167, -46728.05613
(order as listed above)